No. 1
88
Properties=species:S:1:pos:R:3:forces:R:3 method="wB97M-V/def2-TZVPD" de_lowest_kcal_mol=15.36 multiplicity=2 gap_ev="5.52 / 5.99" s_squared=0.768
V -0.0178 0.5739 0.2483 -0.1 0.0 0.1
Cl 0.0993 -2.5970 2.3345 0.0 0.0 0.0
Si -0.9782 -1.6402 0.8785 0.1 0.1 -0.1
Cl -2.9349 -1.6021 1.4816 0.0 0.0 0.0
Cl -0.8881 -2.8282 -0.8062 0.0 0.0 0.0
O 1.5319 0.0766 -0.4249 0.0 0.1 0.0
P 2.6948 0.6351 -1.4366 -0.2 0.0 -0.1
C 2.6593 2.4027 -1.1384 -0.1 0.0 -0.1
C 3.6739 3.0760 -0.4719 0.1 0.0 0.0
C 3.5550 4.4371 -0.2319 0.0 0.0 0.0
C 2.4272 5.1233 -0.6555 0.0 0.0 0.0
C 1.4068 4.4549 -1.3198 0.0 0.0 0.0
C 1.5194 3.0954 -1.5565 0.0 0.0 0.0
C 2.4778 0.2583 -3.0532 0.2 0.0 -0.1
C 2.5444 -1.2160 -3.4260 0.0 0.0 0.0
C 3.5411 -1.4430 -4.5314 0.0 0.0 0.0
C 3.8741 -0.4665 -5.3828 0.0 0.0 0.0
C 3.4059 0.8957 -5.2185 0.0 0.0 0.0
C 2.7855 1.2427 -4.0714 -0.1 0.0 0.0
C 4.1636 -0.0848 -0.6973 0.0 0.0 -0.1
C 5.3190 0.0074 -1.4761 0.0 -0.1 0.1
C 6.5169 -0.4874 -0.9866 0.0 0.0 0.0
C 6.5585 -1.0889 0.2645 0.0 0.0 0.0
C 5.4056 -1.2010 1.0291 0.0 0.0 0.0
C 4.2055 -0.6958 0.5508 0.0 0.0 0.0
H 4.5529 2.5386 -0.1384 0.0 0.0 0.0
H 4.3458 4.9604 0.2883 0.0 0.0 0.0
H 2.3368 6.1846 -0.4651 0.0 0.0 0.0
H 0.5283 4.9877 -1.6535 0.0 0.0 0.0
H 0.7320 2.5722 -2.0912 0.0 0.0 0.0
H 2.8765 -1.7952 -2.5466 0.0 0.0 0.0
H 3.9529 -2.4389 -4.6503 0.0 0.0 0.0
H 4.5518 -0.6837 -6.2005 0.0 0.0 0.0
H 3.6215 1.6341 -5.9777 0.0 0.0 0.0
H 2.5479 2.2843 -3.8904 0.0 0.0 0.0
H 5.2636 0.4447 -2.4669 0.0 0.0 0.0
H 7.4143 -0.4166 -1.5864 0.0 0.0 0.0
H 7.4937 -1.4830 0.6404 0.0 0.0 0.0
H 5.4377 -1.6850 1.9959 0.0 0.0 0.0
H 3.3047 -0.7890 1.1410 0.0 0.0 0.0
C -1.8761 1.3790 -3.3977 0.0 0.0 0.0
C -3.1025 1.3884 -2.4764 0.0 0.0 0.0
C -3.4532 -0.0622 -2.1192 0.0 0.0 0.0
C -4.3042 2.0105 -3.2017 0.0 0.0 0.0
Si -2.7059 2.3134 -0.8899 0.1 0.0 0.0
O -1.4076 1.4644 -0.1944 0.0 -0.1 0.0
C -4.0592 2.3000 0.3876 0.0 0.0 0.0
C -5.2790 2.9275 0.1149 0.0 0.0 0.0
C -6.2905 2.9654 1.0609 0.0 0.0 0.0
C -6.0948 2.3858 2.3077 0.0 0.0 0.0
C -4.8852 1.7769 2.6034 0.0 0.0 0.0
C -3.8777 1.7348 1.6488 0.0 0.0 0.0
C -2.1487 4.0896 -1.0867 0.0 0.0 0.1
C -2.1375 4.8170 -2.2777 0.0 0.0 0.0
C -1.7934 6.1630 -2.2948 0.0 0.0 0.0
C -1.4488 6.8065 -1.1155 0.0 0.0 0.0
C -1.4478 6.1007 0.0809 0.0 0.0 0.0
C -1.7991 4.7605 0.0915 0.0 0.0 0.0
H -2.0909 0.7975 -4.2975 0.0 0.0 0.0
H -1.0059 0.9065 -2.9297 0.0 0.0 0.0
H -1.5740 2.3775 -3.7179 0.0 0.0 0.0
H -3.7345 -0.6046 -3.0268 0.0 0.0 0.0
H -4.2865 -0.1233 -1.4155 0.0 0.0 0.0
H -2.6029 -0.5923 -1.6846 0.0 0.0 0.0
H -4.4586 1.4890 -4.1511 0.0 0.0 0.0
H -4.1689 3.0689 -3.4274 0.0 0.0 0.0
H -5.2206 1.9056 -2.6182 0.0 0.0 0.0
H -5.4431 3.4070 -0.8441 0.0 0.0 0.0
H -7.2293 3.4515 0.8291 0.0 0.0 0.0
H -6.8832 2.4162 3.0486 0.0 0.0 0.0
H -4.7225 1.3325 3.5767 0.0 0.0 0.0
H -2.9400 1.2582 1.9011 0.0 0.0 0.0
H -2.4038 4.3415 -3.2114 0.0 0.0 0.0
H -1.7974 6.7078 -3.2301 0.0 0.0 0.0
H -1.1859 7.8564 -1.1279 0.0 0.0 0.0
H -1.1803 6.5967 1.0048 0.0 0.0 0.0
H -1.8061 4.2299 1.0375 0.0 0.0 0.0
F -0.6524 0.9487 3.0110 0.0 0.0 0.0
C 0.3205 1.3860 2.1499 -0.1 0.0 0.0
F 0.1673 2.7456 2.0369 0.0 0.0 0.0
C 1.6618 1.1826 2.8631 0.0 0.0 0.1
F 2.6541 1.7131 2.1375 0.0 0.0 0.0
F 1.9200 -0.1208 3.0265 0.0 0.0 0.0
F 1.6722 1.7582 4.0666 0.0 0.0 0.0
I 0.2471 -1.1507 -5.5326 0.0 0.0 0.0
C 1.1791 -1.8402 -3.7327 0.0 0.0 0.0
H 1.2524 -2.9196 -3.8529 0.0 0.0 0.0
H 0.4691 -1.6111 -2.9409 0.0 0.0 0.0

No. 2
88
Properties=species:S:1:pos:R:3:forces:R:3 method="wB97M-V/def2-TZVPD" de_lowest_kcal_mol=22.59 multiplicity=2 gap_ev="5.17 / 6.06" total_charge=-2 s_squared=0.754
Na -1.1405 -0.6162 0.6102 -0.1 0.0 0.6
C 1.5907 -0.0528 5.9255 0.0 0.0 0.0
C 0.3433 0.8225 6.0178 0.1 -0.1 0.0
N -0.7770 0.4095 5.1893 0.0 0.0 -0.2
C -1.6781 -0.6141 5.6987 -0.1 0.0 0.0
C -1.2908 -2.0299 5.2764 0.0 0.1 -0.1
C -0.9067 0.8941 3.9094 0.1 -0.1 0.2
S -2.3608 0.7207 3.0586 0.1 -0.1 -0.1
N 0.1749 1.5820 3.4964 0.0 0.2 0.0
C 0.6545 1.5557 2.2656 -0.2 0.0 0.0
O 0.3672 0.7527 1.3506 0.5 0.3 0.2
C 1.7258 2.5921 1.9831 0.0 -0.1 0.0
C 2.1691 3.4703 2.9693 0.0 0.0 0.0
C 3.1496 4.4114 2.6893 0.0 0.0 0.0
C 3.7075 4.4800 1.4169 -0.1 0.0 0.0
C 3.2799 3.5984 0.4334 0.0 0.0 0.0
C 2.2939 2.6620 0.7150 0.1 0.0 0.0
H 2.3892 0.3827 6.5351 0.0 0.0 0.0
H 1.9308 -0.1079 4.8910 0.0 0.0 0.0
H 1.4021 -1.0645 6.2877 0.0 0.0 0.0
H 0.6101 1.8340 5.7231 0.0 0.1 0.0
H -0.0099 0.8493 7.0535 0.0 0.0 0.0
H -2.6720 -0.3959 5.3161 -0.1 0.0 0.0
H -1.7026 -0.5200 6.7888 0.0 0.0 0.0
H -1.2902 -2.1137 4.1872 0.0 0.0 0.0
H -2.0149 -2.7523 5.6633 0.0 0.0 0.0
H -0.3006 -2.3057 5.6430 0.0 0.0 0.0
H 1.7329 3.3951 3.9567 0.0 0.0 0.0
H 3.4874 5.0867 3.4672 0.0 0.0 0.0
H 4.4743 5.2142 1.1969 0.0 0.0 0.0
H 3.7229 3.6314 -0.5556 0.0 0.0 0.0
H 1.9675 1.9646 -0.0455 0.0 0.0 0.0
O -4.5020 1.1463 -0.8192 0.0 0.0 0.0
C -3.2858 1.0278 -0.7158 0.1 -0.2 0.0
O -2.6059 -0.0622 -0.8051 -0.6 0.8 -0.4
C -2.4894 2.3146 -0.4629 0.0 0.0 0.0
C -3.1137 3.3920 0.1593 0.0 0.0 0.1
C -2.3815 4.5384 0.3993 0.0 0.0 0.0
C -1.0612 4.5961 -0.0276 0.0 0.0 0.0
C -0.5354 3.4896 -0.6718 -0.1 -0.1 0.0
N -1.2240 2.3656 -0.8648 0.0 0.0 -0.1
H -4.1460 3.2834 0.4606 0.0 0.0 0.0
H -2.8271 5.3780 0.9197 0.0 0.0 0.0
H -0.4502 5.4728 0.1459 0.0 0.0 0.0
H 0.4852 3.4937 -1.0419 -0.1 0.0 0.0
C -2.0563 1.2878 -3.7656 0.0 0.2 0.2
Ge -1.0871 -0.0176 -2.6423 0.1 -0.5 -0.6
C -1.9218 -1.6971 -3.3463 0.0 0.0 0.0
C -2.7241 -2.5448 -2.5817 0.0 0.0 -0.1
C -3.3108 -3.6738 -3.1466 0.0 0.0 0.0
C -3.1171 -3.9692 -4.4895 0.0 0.0 0.0
C -2.3218 -3.1349 -5.2669 0.0 0.0 0.0
C -1.7289 -2.0151 -4.6949 0.0 -0.1 0.1
C 0.7464 -0.1017 -3.4866 0.0 0.1 0.3
C 1.2244 0.9854 -4.1803 0.0 -0.1 -0.1
C 2.5570 1.0435 -4.6540 -0.1 0.0 0.0
C 3.4222 0.0170 -4.4113 0.0 0.0 0.0
C 2.9956 -1.1144 -3.6702 -0.1 0.0 0.1
C 3.8843 -2.1763 -3.3653 0.0 0.0 0.0
C 3.4728 -3.2489 -2.6278 0.0 0.0 0.0
C 2.1438 -3.3129 -2.1496 0.1 0.0 0.0
C 1.2669 -2.3042 -2.4307 0.0 0.1 -0.1
C 1.6578 -1.1703 -3.1973 0.1 -0.1 -0.1
H -1.9751 0.9708 -4.8092 0.0 0.0 0.0
H -1.6711 2.3040 -3.6612 0.0 0.0 0.0
H -3.1095 1.2809 -3.4736 0.1 0.0 0.0
H -2.8952 -2.3191 -1.5365 0.0 0.0 0.0
H -3.9150 -4.3275 -2.5269 0.0 0.0 0.0
H -3.5763 -4.8484 -4.9286 0.0 0.0 0.0
H -2.1621 -3.3586 -6.3172 0.0 0.0 0.0
H -1.0899 -1.3827 -5.3062 0.0 0.0 0.0
H 0.5583 1.8176 -4.3906 0.1 0.0 0.0
H 2.8912 1.9102 -5.2148 0.0 0.0 0.0
H 4.4457 0.0567 -4.7699 0.0 0.0 0.0
H 4.9111 -2.1113 -3.7123 0.0 0.0 0.0
H 4.1682 -4.0456 -2.3898 0.0 0.0 0.0
H 1.8165 -4.1541 -1.5499 0.0 0.0 0.0
H 0.2557 -2.3617 -2.0478 0.0 0.0 0.0
F -0.1208 -2.4940 0.8024 0.2 -0.4 -0.1
C -1.0281 -3.4290 1.4469 -0.1 0.1 0.4
F -2.2843 -2.8105 1.1591 0.2 0.0 -0.2
C -0.9867 -4.6079 0.5013 0.1 0.1 0.0
F 0.1549 -5.3151 0.6828 0.1 -0.1 0.0
F -1.0260 -4.3481 -0.8355 0.0 0.0 -0.1
F -2.0151 -5.4451 0.7448 0.0 -0.1 0.0
O 2.6030 -0.5703 0.1553 0.0 0.1 0.0
H 1.8541 -0.1045 0.5742 0.0 -0.1 0.0
H 2.2009 -1.3312 -0.2794 0.0 0.0 0.0

No. 3
86
Properties=species:S:1:pos:R:3:forces:R:3 method="wB97M-V/def2-TZVPD" de_lowest_kcal_mol=21.13 gap_ev=6.75 total_charge=-1
Zn 0.1763 -0.8824 2.3387 0.2 0.4 -0.1
N 3.2740 0.5115 5.1165 0.1 -0.1 0.0
C 2.4889 -0.3368 4.3963 -0.2 -0.1 0.1
S 2.8979 -0.7221 2.7878 -0.1 0.2 0.1
N 1.4829 -0.8594 5.1018 0.1 0.3 0.0
N 0.5901 -1.4836 4.3389 -0.1 -0.3 -0.1
C -0.1205 -2.4174 4.8449 -0.1 -0.1 -0.1
C -1.0631 -3.1242 3.9722 0.0 0.1 -0.1
C -1.7738 -4.2339 4.4158 -0.1 -0.1 0.0
C -2.5979 -4.9049 3.5277 0.1 0.0 0.1
C -2.7023 -4.4503 2.2214 -0.1 -0.1 0.1
C -1.9693 -3.3328 1.8616 0.2 0.2 -0.1
N -1.1709 -2.6910 2.7098 0.2 0.0 -0.1
H 3.9281 1.0588 4.5911 0.1 0.1 0.0
H 2.8827 0.8958 5.9608 0.0 0.0 -0.1
H 0.0315 -2.7342 5.8713 -0.1 0.0 0.1
H -1.6657 -4.5624 5.4420 0.0 0.0 0.0
H -3.1463 -5.7802 3.8506 0.0 0.0 0.0
H -3.3318 -4.9488 1.4948 0.1 0.0 0.0
H -2.0078 -2.9372 0.8511 0.1 -0.1 0.2
C -4.3630 1.1439 -4.8884 0.1 0.0 0.1
C -3.3046 1.0358 -3.8164 -0.1 0.0 0.0
C -3.3311 0.0214 -2.8713 0.0 0.0 0.0
C -2.3542 -0.1023 -1.8820 0.0 0.0 0.0
C -2.5393 -1.1993 -0.8579 0.0 0.1 -0.1
C -1.2710 0.7948 -1.8647 0.1 -0.1 0.0
As 0.1442 0.8229 -0.4496 -0.2 0.0 0.0
N 0.3543 -0.8213 0.3518 0.0 -0.5 -0.5
C 0.6680 -2.0194 -0.2826 0.2 0.2 0.1
C 1.2274 -3.0778 0.4742 -0.1 0.0 -0.1
C 1.4958 -4.3176 -0.0824 0.0 0.1 0.1
C 1.2422 -4.5744 -1.4262 -0.1 0.2 -0.1
C 0.7183 -3.5425 -2.1985 0.1 -0.1 0.1
C 0.4429 -2.2996 -1.6432 0.0 0.0 0.1
C 1.8894 1.0179 -1.4266 0.0 -0.1 0.0
C 2.3104 0.6118 -2.7036 0.0 0.0 0.0
C 1.4167 0.2119 -3.8634 0.1 -0.1 0.2
C 3.6757 0.6464 -3.0173 0.0 0.0 0.0
C 4.6322 1.1071 -2.1349 0.0 0.1 0.0
C 6.1004 1.0869 -2.4785 -0.1 0.0 0.1
C 4.1897 1.6285 -0.9228 0.0 0.0 0.0
C 2.8481 1.6154 -0.5689 0.0 0.1 0.1
C 2.4533 2.3569 0.6985 0.1 -0.2 -0.1
C -1.2959 1.8880 -2.7518 0.1 0.0 0.0
C -0.2748 3.0103 -2.7228 -0.2 -0.1 -0.1
C -2.2903 1.9767 -3.7202 0.0 0.1 0.0
H -5.1297 0.3795 -4.7600 0.0 0.0 0.0
H -3.9273 1.0215 -5.8832 0.0 0.0 0.0
H -4.8483 2.1223 -4.8612 0.0 0.0 0.0
H -4.1450 -0.6994 -2.8897 0.0 0.0 0.0
H -3.5859 -1.5131 -0.8354 0.0 0.0 0.0
H -2.2607 -0.8712 0.1421 0.0 0.1 0.0
H -1.9294 -2.0713 -1.1065 0.0 0.0 0.0
H 1.4710 -2.8971 1.5151 0.0 0.0 0.0
H 1.9247 -5.0961 0.5425 0.0 0.1 0.0
H 1.4433 -5.5478 -1.8553 0.0 0.0 0.0
H 0.5101 -3.7088 -3.2527 0.0 0.0 0.1
H -0.0063 -1.5368 -2.2540 0.0 0.2 -0.2
H 0.3596 0.3135 -3.6508 -0.1 -0.1 0.1
H 1.6172 -0.8197 -4.1675 0.0 0.0 0.1
H 1.6448 0.8517 -4.7222 0.0 0.0 0.1
H 3.9877 0.2980 -4.0014 0.0 0.0 0.1
H 6.2547 0.8591 -3.5326 0.0 0.0 0.0
H 6.6211 0.3299 -1.8875 0.0 0.0 0.0
H 6.5665 2.0491 -2.2617 0.0 0.0 0.0
H 4.9090 2.0641 -0.2343 0.0 0.0 0.0
H 3.3450 2.6967 1.2261 0.0 0.0 0.0
H 1.8745 1.7515 1.3916 0.0 0.0 0.1
H 1.8494 3.2339 0.4412 0.0 0.0 0.0
H 0.3853 2.9669 -1.8654 0.0 0.0 0.1
H -0.7877 3.9749 -2.6993 0.0 0.0 0.0
H 0.3548 2.9865 -3.6180 0.0 0.0 0.1
H -2.2716 2.8147 -4.4165 0.0 -0.1 0.1
Br -1.0815 6.3200 1.0117 0.0 0.0 0.0
C -1.9149 4.8311 1.8410 0.0 0.0 0.0
C -3.1918 4.9623 2.3608 -0.1 -0.2 0.1
N -3.8299 3.9447 2.9390 0.1 0.0 0.0
C -3.2016 2.7672 3.0005 -0.2 0.1 -0.1
C -1.9167 2.5617 2.5237 0.2 -0.1 0.0
C -1.2504 3.6255 1.9315 0.0 -0.1 0.0
C -1.2311 1.2230 2.6267 0.1 -0.4 0.0
O -1.9023 0.1709 2.4511 0.3 0.6 0.1
O 0.0157 1.2211 2.8484 -0.5 -0.1 -0.1
H -3.7155 5.9113 2.3134 0.0 0.0 0.0
H -3.7460 1.9443 3.4506 0.0 0.0 0.0
H -0.2485 3.4778 1.5526 0.0 0.0 0.0

No. 4
87
Properties=species:S:1:pos:R:3:forces:R:3 method="wB97M-V/def2-TZVPD" de_lowest_kcal_mol=0.00 gap_ev=6.24
Au -0.5076 0.0467 -1.3528 -0.3 -0.1 -0.3
C 3.7181 -5.7863 0.3353 -0.1 0.1 0.0
C 3.0018 -4.5937 -0.2553 0.0 0.0 0.0
C 3.3751 -4.0403 -1.4799 0.0 0.0 0.0
C 2.7107 -2.9631 -2.0264 0.0 -0.1 -0.1
C 3.1995 -2.4492 -3.3396 -0.1 0.1 0.0
O 4.3807 -2.5018 -3.6261 0.1 0.0 0.0
C 2.2287 -1.8922 -4.3409 0.0 -0.1 0.0
C 0.9375 -2.3940 -4.4535 -0.1 0.0 -0.1
C 0.0820 -1.9040 -5.4281 0.0 0.0 0.0
C 0.5068 -0.8934 -6.2832 0.0 0.0 0.0
C 1.7955 -0.3870 -6.1703 0.0 0.0 0.0
C 2.6575 -0.8963 -5.2083 0.0 0.0 0.0
C 1.6393 -2.3095 -1.3400 0.0 0.1 0.1
O 1.1584 -1.2599 -1.8834 -0.1 0.0 0.2
C 1.2456 -2.8700 -0.0728 0.0 0.0 0.0
C 1.9450 -3.9992 0.4015 -0.1 0.0 0.0
C 0.2089 -2.3048 0.7968 0.0 0.1 0.1
N -0.4777 -1.2391 0.5410 0.0 -0.1 0.1
C -1.3627 -0.6539 1.5538 0.2 0.0 0.0
C -0.6353 0.4119 2.3778 -0.1 -0.2 -0.2
Te 0.3378 1.9498 1.2357 0.1 0.1 0.2
C 2.1326 0.8875 0.8878 0.0 0.0 0.0
C 2.6809 0.8572 -0.3885 0.0 -0.1 0.0
C 3.8344 0.1205 -0.6305 0.0 0.0 0.0
C 4.4359 -0.5925 0.3956 0.0 0.0 0.0
C 3.9010 -0.5419 1.6773 0.0 0.0 0.0
C 2.7599 0.2089 1.9282 0.0 0.0 0.0
C -0.0493 -3.0340 2.0934 0.0 0.0 -0.1
C 0.7212 -2.7899 3.2228 0.0 0.0 0.1
C 0.4603 -3.4644 4.4086 0.0 0.0 0.0
C -0.5705 -4.3919 4.4707 0.0 0.0 0.0
C -1.3375 -4.6452 3.3407 0.0 0.0 0.0
C -1.0755 -3.9709 2.1559 0.0 0.0 0.0
H 4.5234 -6.1190 -0.3193 0.0 0.0 0.0
H 3.0384 -6.6284 0.4831 0.0 0.0 0.0
H 4.1558 -5.5457 1.3068 0.0 0.0 0.0
H 4.2079 -4.4554 -2.0402 0.0 0.0 0.0
H 0.6047 -3.1680 -3.7708 0.0 0.0 0.0
H -0.9208 -2.3042 -5.5177 0.0 0.0 0.0
H -0.1663 -0.5045 -7.0381 0.0 0.0 0.0
H 2.1313 0.3965 -6.8391 0.0 0.0 0.0
H 3.6728 -0.5297 -5.1203 0.0 0.0 0.0
H 1.6511 -4.4305 1.3519 0.0 0.0 0.0
H -1.7648 -1.3969 2.2462 0.0 -0.1 0.0
H -2.2055 -0.2009 1.0312 0.0 0.0 0.0
H 0.1481 -0.0508 2.9761 0.0 0.0 0.0
H -1.3228 0.9143 3.0600 0.0 0.0 -0.1
H 2.1901 1.3650 -1.2106 0.0 0.0 0.0
H 4.2388 0.0734 -1.6349 0.0 0.0 0.0
H 5.3158 -1.1907 0.1951 0.0 0.0 0.0
H 4.3739 -1.0873 2.4855 0.0 0.0 0.0
H 2.3671 0.2653 2.9367 0.0 0.0 0.0
H 1.5439 -2.0861 3.1645 0.0 0.0 0.0
H 1.0708 -3.2723 5.2824 0.0 0.0 0.0
H -0.7686 -4.9234 5.3926 0.0 0.0 0.0
H -2.1410 -5.3704 3.3800 0.0 0.0 0.0
H -1.6655 -4.1707 1.2686 0.0 0.0 0.0
C -4.3190 5.5683 4.5443 0.0 0.0 0.0
C -3.2606 5.2209 3.5007 -0.1 0.0 0.0
S -4.0644 4.8066 1.9702 0.0 0.0 0.0
O -4.9334 5.8894 1.5845 0.0 -0.1 0.0
O -4.6001 3.4671 2.0814 0.0 0.1 0.0
C -2.7278 4.7155 0.7987 -0.1 -0.1 -0.1
C -3.3230 4.4378 -0.5895 0.2 0.0 0.1
N -2.4452 3.5585 -1.3651 -0.1 0.2 0.0
C -2.5878 2.2247 -1.4404 0.0 -0.1 -0.1
N -1.6199 1.6848 -2.1835 0.3 0.0 0.3
C -0.8146 2.7096 -2.5930 -0.1 -0.1 -0.3
C -1.3114 3.8702 -2.1007 -0.1 0.1 0.1
N -0.7304 5.1719 -2.1997 0.3 -0.1 0.5
O -1.2266 6.0733 -1.5388 -0.2 0.0 -0.2
O 0.2777 5.2688 -2.8636 -0.1 0.0 -0.2
C -3.7003 1.4684 -0.8102 0.0 0.1 0.0
H -3.8372 5.7933 5.4945 0.0 0.0 0.0
H -5.0049 4.7337 4.6937 0.0 0.0 0.0
H -4.8974 6.4361 4.2302 0.0 0.0 0.0
H -2.6765 4.3405 3.7733 0.0 0.1 0.0
H -2.5938 6.0590 3.2856 0.0 0.0 0.1
H -2.1063 3.8827 1.1322 0.1 0.0 -0.1
H -2.1540 5.6408 0.8154 0.0 0.0 0.0
H -3.4645 5.3662 -1.1240 0.0 0.1 -0.1
H -4.2842 3.9361 -0.5113 0.0 0.0 0.0
H 0.0500 2.5642 -3.2191 0.0 0.0 0.1
H -4.6412 1.6652 -1.3316 0.0 0.0 0.0
H -3.8448 1.7457 0.2365 0.0 0.0 0.0
H -3.4758 0.4070 -0.8835 0.0 0.0 0.0